(1)
{
  "formula": "C4H5NO2",
  "method": "ωB97M-V with the def2-TZVPD basis set",
  "orbital_gap_ev": 10.005,
  "largest_force_ha_per_bohr": 0.0648,
  "relative_energy_kcal_mol": 131.3,
  "homo_energy_ha": -0.3373,
  "charge": 0,
  "symbols": ["O", "O", "N", "C", "C", "C", "C", "H", "H", "H", "H", "H"],
  "xyz": [[0.35092, 1.05164, 1.94947], [0.33779, -1.24791, -0.67244], [0.80205, 0.17214, 1.12614], [1.27254, -0.73765, -1.64897], [0.00833, -0.39578, 0.32093], [-1.67709, 0.29303, 0.62427], [-1.50552, 1.08456, 1.63481], [-2.38796, -0.10459, -0.09944], [-1.70474, 1.73828, 2.46494], [0.96632, 0.26419, -1.96454], [1.25365, -1.41895, -2.50604], [2.28370, -0.69895, -1.22913]],
  "forces_ev_per_a": [[-3.080, -0.066, -0.314], [-0.551, 0.417, 0.441], [0.199, -0.480, -0.535], [0.004, 0.114, 0.043], [-1.833, 1.331, 0.128], [3.191, -0.946, -0.137], [2.983, -0.695, -0.269], [-0.027, 0.413, 0.706], [-0.611, -0.060, -0.416], [0.059, -0.123, 0.026], [-0.095, 0.102, 0.314], [-0.239, -0.007, 0.013]]
}

---

(2)
{
  "formula": "H14NO10",
  "method": "ωB97M-V with the def2-TZVPD basis set",
  "orbital_gap_ev": 10.199,
  "largest_force_ha_per_bohr": 0.1521,
  "relative_energy_kcal_mol": 62.9,
  "homo_energy_ha": -0.2615,
  "charge": -1,
  "symbols": ["O", "O", "O", "O", "O", "O", "O", "O", "O", "O", "N", "H", "H", "H", "H", "H", "H", "H", "H", "H", "H", "H", "H", "H", "H"],
  "xyz": [[0.04544, 1.27352, 0.53180], [0.57244, -0.24048, -3.01820], [1.03844, 3.79052, 0.17280], [-0.58856, 0.88952, 3.56680], [-3.07556, -1.74748, 0.78880], [1.39544, -0.12448, -0.38120], [-2.79456, 0.97252, -0.76420], [-0.45456, -0.79648, 0.32280], [0.81844, -2.92548, -1.27220], [3.99744, -0.27048, -0.22220], [0.37244, 0.10652, 0.25980], [-2.00456, 0.27952, -0.71320], [-3.04656, -2.26248, 1.70680], [-0.67656, 0.82452, 2.65980], [0.13344, 4.15252, 0.50080], [-2.81856, 1.06352, 0.18080], [0.40044, 1.24652, 3.70980], [3.03844, 0.07252, -0.20920], [0.83544, -0.65748, -2.17220], [0.37544, -3.37148, -2.14920], [-0.56856, -0.25448, -2.86420], [3.97844, -1.14248, -0.57220], [0.95644, 2.92452, 0.27280], [0.24744, -2.22448, -0.94620], [-2.17756, -1.57848, 0.61080]],
  "forces_ev_per_a": [[0.235, -0.246, 1.402], [-5.478, -0.435, 0.904], [-1.833, 7.596, 0.310], [3.676, 1.415, 3.908], [-2.072, -2.285, 3.514], [1.224, -0.003, 0.483], [2.766, -2.463, -0.299], [-1.490, -1.596, 0.962], [-1.003, -2.398, -3.447], [-0.976, 1.977, 0.630], [-0.448, 1.713, -2.691], [-2.258, 1.998, -0.682], [-0.035, 1.750, -3.089], [-0.156, -0.102, -3.286], [2.507, -1.024, -0.957], [-0.571, 0.537, 0.919], [-3.531, -1.266, -0.691], [1.943, -1.006, -0.141], [0.268, 0.305, -0.426], [1.455, 2.088, 3.509], [5.192, 0.200, -0.837], [-0.393, -0.997, -0.431], [-0.593, -6.362, 0.584], [-0.418, 0.128, 0.108], [1.988, 0.475, -0.254]]
}

---

(3)
{
  "formula": "C15H20N4O5S",
  "method": "ωB97M-V with the def2-TZVPD basis set",
  "orbital_gap_ev": 9.303,
  "smiles": "[H]/N=C1/N[C@@]2(CCOc3ccc(NC(=O)COC)cc32)CS(=O)(=O)N1C",
  "largest_force_ha_per_bohr": 0.0975,
  "relative_energy_kcal_mol": 0.0,
  "homo_energy_ha": -0.3272,
  "charge": 0,
  "symbols": ["S", "O", "O", "O", "O", "O", "N", "N", "N", "N", "C", "C", "C", "C", "C", "C", "C", "C", "C", "C", "C", "C", "C", "C", "C", "H", "H", "H", "H", "H", "H", "H", "H", "H", "H", "H", "H", "H", "H", "H", "H", "H", "H", "H", "H"],
  "xyz": [[-1.83756, 1.44622, -3.11094], [-2.23755, -0.58894, 5.25711], [3.27797, 0.52105, -0.85113], [1.31947, 0.04780, 4.76516], [-3.30668, 1.08837, -3.13117], [-1.53953, 2.77134, -3.40029], [-0.24690, -1.82192, -3.78753], [0.43022, -0.42038, -2.30192], [-0.88428, 0.42977, -4.14339], [-0.15281, -0.97531, 3.34987], [0.15288, -0.32331, 1.03284], [0.23044, -0.29038, 4.41725], [-2.60012, -1.92005, 5.04952], [2.83830, 1.49255, -1.84393], [2.02714, -1.16629, 2.17235], [0.42724, 0.75751, -1.42855], [1.43571, 1.89630, -1.77839], [-0.79225, -0.32877, 5.57626], [0.93151, 0.10120, -0.11275], [2.34973, -0.05418, 0.04343], [2.85999, -0.65751, 1.14163], [-1.30047, 0.34282, -5.52929], [0.66036, -0.87146, 2.17151], [-0.21681, -0.56470, -3.47413], [-1.10351, 1.18621, -1.44195], [1.43104, 2.71053, -0.96829], [-0.49095, -0.97257, 6.37273], [-0.78120, -2.10487, -4.59508], [-3.04327, -2.18833, 5.98643], [-1.24739, 2.03818, -0.78613], [2.91595, 0.82781, -2.80503], [-3.21098, -2.00038, 4.11852], [3.48125, 2.42720, -2.00337], [-0.49042, 0.86845, -5.99975], [1.13418, 2.24504, -2.75237], [-0.75976, 0.66687, 6.10829], [3.93763, -0.84972, 1.11346], [-1.79885, -2.62462, 4.83001], [-1.12099, -0.86156, 3.21717], [-1.65287, 0.26811, -0.96393], [2.39999, -1.59090, 3.11495], [-0.84453, -0.03667, 1.01686], [-1.36439, -0.65066, -5.93892], [0.94287, -1.22400, -1.91083], [-2.15980, 0.95414, -5.79629]],
  "forces_ev_per_a": [[-3.599, -2.985, 1.342], [2.899, 1.671, -0.490], [-0.624, 0.324, 1.004], [1.841, 0.945, -0.565], [4.280, 0.211, 0.017], [0.901, 3.348, -1.312], [0.315, 0.166, -0.689], [1.828, 2.081, 1.209], [-1.455, 1.923, 2.603], [1.222, -0.205, -2.456], [1.328, 1.328, -2.820], [-1.206, -1.263, 4.082], [0.068, -0.501, -0.787], [1.319, -2.744, -3.019], [0.373, 0.762, 0.505], [-0.480, -0.904, 0.508], [-1.703, 0.907, 1.942], [-2.636, 1.937, 0.011], [0.456, -0.046, 2.125], [-1.543, 2.470, -2.285], [0.359, -2.174, 1.679], [0.916, 0.920, -0.512], [1.083, -0.192, -0.263], [-0.618, -4.940, -0.580], [0.358, -3.014, 1.288], [-0.909, -0.911, -1.199], [0.529, -1.079, 0.107], [-0.066, 0.434, -0.244], [-0.971, -0.967, 0.095], [-0.470, 0.480, -0.547], [0.249, 1.483, 1.229], [-0.278, 0.148, 1.059], [-0.380, -1.681, 0.887], [0.407, -0.065, -1.008], [0.033, 0.807, -0.238], [-0.259, -0.782, -0.977], [-0.375, 0.211, 0.438], [0.588, 0.182, 0.276], [-1.447, -0.252, -0.431], [0.795, 1.746, -1.039], [0.324, 0.105, -0.792], [-1.930, 0.308, -0.023], [-0.265, -0.356, 0.232], [-0.871, 0.454, -1.013], [-0.388, -0.290, 0.653]]
}

---

(4)
{
  "formula": "C6H6S",
  "method": "ωB97M-V with the def2-TZVPD basis set",
  "orbital_gap_ev": 8.361,
  "smiles": "S=C1CCC2=C1C2",
  "largest_force_ha_per_bohr": 0.0773,
  "relative_energy_kcal_mol": 137.1,
  "homo_energy_ha": -0.3162,
  "charge": 0,
  "symbols": ["S", "C", "C", "C", "C", "C", "C", "H", "H", "H", "H", "H", "H"],
  "xyz": [[-3.18084, 0.06137, -0.05677], [-0.27559, -1.16406, -0.38194], [0.91334, -2.10704, -0.09705], [0.79989, 0.79819, 0.42514], [0.81856, -0.55617, -0.02443], [-0.58416, 1.32343, -0.13675], [-1.59483, 0.16039, -0.19265], [-0.34388, 1.60533, -1.15953], [-0.96312, 2.33996, 0.40810], [0.84046, 1.09020, 1.51414], [0.75555, -2.66114, 0.76990], [1.45336, 1.52905, -0.01939], [1.36125, -2.41952, -1.04877]],
  "forces_ev_per_a": [[0.879, -0.034, -0.149], [-1.798, 3.044, 0.102], [-0.885, 2.696, -2.142], [-1.211, 3.553, 1.304], [-0.701, -2.670, -0.124], [-0.821, 1.202, 1.338], [2.338, -1.538, -0.005], [-0.418, 0.012, -0.275], [0.644, -2.729, -1.186], [0.060, -1.130, -0.779], [0.664, -1.388, 1.189], [1.147, -0.217, -0.265], [0.103, -0.801, 0.994]]
}

---

(5)
{
  "formula": "C3H6N4O",
  "method": "ωB97M-V with the def2-TZVPD basis set",
  "orbital_gap_ev": 8.124,
  "smiles": "[H]/N=c1/[nH]c(O)cn1N",
  "largest_force_ha_per_bohr": 0.1067,
  "relative_energy_kcal_mol": 62.9,
  "homo_energy_ha": -0.2772,
  "charge": 0,
  "symbols": ["O", "N", "N", "N", "N", "C", "C", "C", "H", "H", "H", "H", "H", "H"],
  "xyz": [[-0.63090, 2.22352, 1.56332], [1.04887, -0.91127, -1.58152], [-0.07827, -0.34204, -0.81516], [0.09661, -2.28524, 0.60689], [-0.88864, -0.18339, 1.22059], [-0.29127, -1.10948, 0.40386], [-0.51012, 1.08194, 0.80080], [-0.04093, 0.94034, -0.40807], [-1.12958, 2.96930, 1.19093], [0.42342, -2.64682, -0.24421], [0.37161, 1.76450, -1.05222], [1.87179, -0.42917, -1.26925], [0.97977, -0.75010, -2.58897], [-1.22237, -0.32210, 2.17300]],
  "forces_ev_per_a": [[-0.187, -0.798, 0.420], [-1.221, 0.591, 0.481], [1.191, -3.832, -1.112], [-1.259, 0.170, 1.950], [-0.769, 0.115, 2.442], [0.202, 0.275, -1.642], [-0.624, 1.658, 0.459], [1.953, 4.601, -2.264], [0.135, -0.850, -0.335], [0.806, -0.697, -1.327], [-0.665, -1.104, 0.700], [0.580, 0.142, 0.229], [-0.629, 0.150, 0.535], [0.487, -0.420, -0.537]]
}

---

(6)
{
  "formula": "C4H7NO",
  "method": "ωB97M-V with the def2-TZVPD basis set",
  "orbital_gap_ev": 10.361,
  "smiles": "CN1CC(=O)C1",
  "largest_force_ha_per_bohr": 0.0652,
  "relative_energy_kcal_mol": 52.5,
  "homo_energy_ha": -0.3465,
  "charge": 0,
  "symbols": ["O", "N", "C", "C", "C", "C", "H", "H", "H", "H", "H", "H", "H"],
  "xyz": [[1.02791, 1.90901, -1.91574], [-0.54367, -0.29218, -0.12306], [-0.43775, 1.15017, -0.00275], [0.64807, 1.09925, -1.07470], [0.76750, -0.36812, -0.82579], [-0.66035, -1.12086, 1.07360], [0.84822, -1.02289, -1.70337], [0.08430, 1.55679, 0.91591], [1.64180, -0.57351, -0.21466], [0.01906, -0.75557, 1.91142], [-0.35435, -2.17663, 0.75905], [-1.72792, -1.18262, 1.36838], [-1.31281, 1.77716, -0.16828]],
  "forces_ev_per_a": [[-0.376, -1.942, 1.937], [0.719, -0.809, 0.201], [0.867, 1.506, 0.653], [-0.444, 2.530, -2.156], [0.123, -0.633, -0.717], [0.367, -0.877, -0.294], [-0.305, 0.121, 0.140], [-0.503, -0.659, -0.311], [0.136, -0.105, 0.615], [-0.832, -0.466, -0.735], [-0.350, 1.364, 0.642], [0.733, 0.190, 0.172], [-0.134, -0.221, -0.146]]
}

---

| no. | energy (eV) |
| --- | --- |
| 1 | -9808.6227 |
| 2 | -22189.7184 |
| 3 | -42908.4329 |
| 4 | -17148.4615 |
| 5 | -11214.0483 |
| 6 | -7797.3663 |